Computed, not measured: a 3-piece molecular cluster, C2H9NS overall in a non-equilibrium geometry, with ωB97M-V/def2-TZVPD.

Geometry as XYZ:
```
13
Properties=species:S:1:pos:R:3
N -0.171 1.646 -1.698
H 0.657 1.570 -1.110
H 0.734 -4.120 -1.276
H 0.156 1.216 -2.543
H -0.296 2.650 -1.771
C 0.119 -0.447 0.988
C -0.621 0.732 1.548
S 1.153 0.955 1.472
H 0.437 -3.963 -0.626
H 0.002 -0.789 -0.033
H 0.158 -1.252 1.719
H -1.263 1.192 0.800
H -1.065 0.610 2.529
```

Computed properties:
HOMO (alpha / beta), eV: -14.55 / -14.50
Total charge: +1
HOMO-LUMO gap (alpha / beta), eV: 10.09 / 5.42
Energy relative to the best compared isomer or geometry (same formula, charge and spin), kJ/mol: 220.7
Multiplicity: 2
Strongest force on any atom, eV/Å: 1.7



Computed, not measured: a 2-piece molecular cluster, C2H9NS2 overall in a non-equilibrium geometry, with ωB97M-V/def2-TZVPD.

Geometry as XYZ:
```
14
Properties=species:S:1:pos:R:3
S 3.451 0.175 -0.874
S 3.704 -0.071 1.195
H 2.888 -1.107 -1.105
H 2.594 0.492 1.818
C -1.689 -1.090 -0.502
C -1.425 0.459 -0.291
N -0.254 0.842 0.480
H -1.651 -1.416 0.514
H -2.650 -1.471 -0.919
H -0.973 -1.486 -1.140
H -1.564 1.201 -0.980
H -2.253 0.834 0.422
H -0.518 1.071 1.344
H 0.341 1.566 0.038
```

Computed properties:
HOMO, eV: -9.16
HOMO-LUMO gap, eV: 9.44
Energy relative to the best compared isomer or geometry (same formula, charge and spin), kJ/mol: 161.7
Multiplicity: 1
Strongest force on any atom, eV/Å: 5.2



Computed, not measured: a 3-piece molecular cluster, C2H9OS overall in a non-equilibrium geometry, with ωB97M-V/def2-TZVPD.

Geometry as XYZ:
```
13
Properties=species:S:1:pos:R:3
O -1.365 0.735 -0.938
H -2.163 0.442 -1.400
H -2.579 -0.535 1.252
H -1.559 1.547 -0.461
C 1.229 -0.049 0.874
C 1.825 -0.768 -0.269
S 1.110 -1.053 -1.703
H 0.145 -0.040 0.858
H 1.700 -0.375 1.796
H 1.472 1.025 0.793
H -3.023 0.021 1.042
H 2.859 -1.032 -0.053
H 0.348 0.081 -1.792
```

Computed properties:
HOMO, eV: -16.09
Total charge: +1
HOMO-LUMO gap, eV: 9.55
Energy relative to the best compared isomer or geometry (same formula, charge and spin), kJ/mol: 217.4
Multiplicity: 1
Strongest force on any atom, eV/Å: 1.8



Computed, not measured: a 2-piece molecular cluster, C2H9P3 overall in a non-equilibrium geometry, with ωB97M-V/def2-TZVPD.

Geometry as XYZ:
```
14
Properties=species:S:1:pos:R:3
C 1.957 -0.454 0.223
C 0.809 0.487 0.513
P 0.492 0.613 2.260
P -0.604 0.081 -0.587
P -3.341 -0.809 -2.211
H 1.701 -1.535 -0.064
H 2.447 -0.131 -0.792
H 2.816 -0.518 1.025
H 1.441 1.529 2.526
H -0.446 1.647 2.222
H -1.210 1.398 -0.635
H 0.109 0.484 -1.786
H -3.735 -0.806 -0.726
H -2.437 -1.986 -1.969
```

Computed properties:
HOMO (alpha / beta), eV: -7.63 / -8.53
HOMO-LUMO gap (alpha / beta), eV: 6.34 / 8.16
Energy relative to the best compared isomer or geometry (same formula, charge and spin), kJ/mol: 325.8
Multiplicity: 1
Strongest force on any atom, eV/Å: 3.0



Computed, not measured: C2HAgFO2 as an isolated structure in a non-equilibrium geometry, with ωB97M-V/def2-TZVPD.

Geometry as XYZ:
```
7
Properties=species:S:1:pos:R:3
C 0.093 -1.133 -0.318
C -0.821 -1.030 -1.278
O -1.603 -0.959 -2.144
Ag 1.730 1.106 0.738
F -0.045 0.533 1.222
H 0.148 -2.115 0.162
O 1.673 -0.335 -0.449
```

Computed properties:
HOMO (alpha / beta), eV: -8.76 / -8.78
HOMO-LUMO gap (alpha / beta), eV: 7.40 / 6.74
Energy relative to the best compared isomer or geometry (same formula, charge and spin), kJ/mol: 392.1
Multiplicity: 2
Strongest force on any atom, eV/Å: 7.1



Computed, not measured: C2HAgO2 as an isolated structure in a non-equilibrium geometry, with ωB97M-V/def2-TZVPD.

Geometry as XYZ:
```
6
Properties=species:S:1:pos:R:3
O 1.285 2.976 0.883
C 1.380 1.851 0.761
C -1.097 -0.972 -0.534
O -0.496 -2.068 -0.628
H -2.020 -0.944 -1.209
Ag 0.947 -0.843 0.727
```

Computed properties:
HOMO, eV: -6.51
HOMO-LUMO gap, eV: 5.51
Energy relative to the best compared isomer or geometry (same formula, charge and spin), kJ/mol: 0.0
Multiplicity: 1
Strongest force on any atom, eV/Å: 1.7



Computed, not measured: C2HBr2ClO as an isolated structure in a non-equilibrium geometry, with ωB97M-V/def2-TZVPD.

Geometry as XYZ:
```
7
Properties=species:S:1:pos:R:3
C -1.428 0.486 0.264
C 1.095 -0.428 -0.099
O -1.541 1.616 0.550
Cl -2.467 -0.819 0.190
Br 1.966 1.032 0.687
Br 1.144 -0.511 -1.982
H 1.231 -1.377 0.391
```

Computed properties:
HOMO (alpha / beta), eV: -8.71 / -8.65
HOMO-LUMO gap (alpha / beta), eV: 7.96 / 7.94
Energy relative to the best compared isomer or geometry (same formula, charge and spin), kJ/mol: 310.9
Multiplicity: 1
Strongest force on any atom, eV/Å: 2.7



Computed, not measured: C2HBr2IO as an isolated structure in a non-equilibrium geometry, with ωB97M-V/def2-TZVPD.

Geometry as XYZ:
```
7
Properties=species:S:1:pos:R:3
C 0.228 0.002 -0.675
C 2.894 0.446 0.047
O 0.169 -0.241 -1.792
Br 3.499 1.730 -1.245
Br 2.785 1.226 1.744
I 3.883 -1.438 -0.110
H 0.078 -0.547 0.205
```

Computed properties:
HOMO (alpha / beta), eV: -8.70 / -7.98
HOMO-LUMO gap (alpha / beta), eV: 8.24 / 6.29
Energy relative to the best compared isomer or geometry (same formula, charge and spin), kJ/mol: 344.4
Multiplicity: 1
Strongest force on any atom, eV/Å: 2.7